Formula: FH3N2O2S
Source: the OMol25 dataset
Level of theory: wB97M-V/def2-TZVPD

ORCA input file:
```
! wB97M-V def2-TZVPD RIJCOSX def2/J DEFGRID3
* xyz 0 1
N -1.4215 0.1774 0.3066
N -2.5694 0.1583 -0.0652
O 1.5126 0.9672 0.8579
O 1.0392 -1.5229 0.0843
F 2.6840 -0.2470 -1.0055
S 2.0320 -0.3686 0.6058
H 0.6089 -1.2394 -0.7154
H -0.7643 1.1044 0.3214
H -3.1214 0.9706 -0.3898
*
```

* maximum force: 0.06011 hartree/bohr
* relative energy (zero: lowest compared OMol25 entry of this formula, charge and spin): 141.64 kJ/mol
* electronic energy: -20673.68457 eV
* E_LUMO: 0.34 eV

---

Formula: C64H114ClN20O12
Source: the OMol25 dataset
Level of theory: wB97M-V/def2-TZVPD

ORCA input file:
```
! wB97M-V def2-TZVPD RIJCOSX def2/J DEFGRID3
* xyz 5 1
C 1.3239 -0.5463 -7.3663
C 1.7397 -1.9462 -7.1675
N 1.4639 -2.4231 -5.7721
C 0.3580 -3.0514 -5.3689
C 0.3580 -3.1408 -3.9790
N 1.5373 -2.5357 -3.5874
C 2.1446 -1.9942 -4.6509
C 2.0715 -2.4340 -2.2866
H 0.3066 -0.4548 -6.9331
H 1.3923 -0.3795 -8.4628
H 1.9398 0.1290 -6.7711
H 2.8493 -2.0218 -7.3820
H 1.2043 -2.6982 -7.8400
H -0.1954 -3.5736 -6.1615
H -0.3767 -3.5509 -3.2916
H 3.0623 -1.3739 -4.6188
H 3.1107 -2.4914 -2.3506
H 1.6401 -3.2680 -1.7325
H 1.6366 -1.5610 -1.7910
C -0.7297 -0.7911 11.7957
C -1.1695 -0.3325 13.2203
N -2.1651 -1.2313 13.8449
C -2.0117 -2.1606 14.8096
C -3.1578 -2.8780 14.8546
N -4.0522 -2.2859 13.9874
C -3.4027 -1.3090 13.3847
C -5.4150 -2.6810 13.7761
H -0.2593 0.0533 11.3253
H -1.6485 -0.9684 11.2167
H 0.0273 -1.6175 11.8027
H -1.7668 0.5609 12.9903
H -0.4311 -0.1455 13.9550
H -1.1092 -2.1790 15.3535
H -3.2783 -3.8023 15.4498
H -3.8822 -0.5710 12.8151
H -5.9872 -2.7210 14.7238
H -5.4295 -3.6859 13.3628
H -5.9116 -1.9486 13.0730
C 2.8014 3.8467 1.7469
C 3.7930 4.7376 0.8819
N 4.9611 5.1814 1.5549
C 5.4321 6.4739 1.7678
C 6.5529 6.3854 2.5179
N 6.8096 5.0091 2.6491
C 5.7560 4.3524 2.2297
C 7.9548 4.4491 3.2752
H 1.8121 4.1060 1.4574
H 3.0118 4.1107 2.7972
H 3.0174 2.8516 1.5120
H 3.1455 5.6611 0.6742
H 4.0373 4.1995 -0.0437
H 4.8081 7.3279 1.4994
H 7.2511 7.1131 2.7827
H 5.6301 3.2914 2.1465
H 8.3334 5.2911 3.8746
H 8.5405 3.8925 2.5281
H 7.5805 3.6170 3.8610
C -4.8948 -9.6181 -6.6986
C -5.8175 -10.8014 -6.8642
N -6.5744 -10.7979 -8.1933
C -7.1250 -9.7159 -8.8153
C -7.8971 -10.2047 -9.8365
N -7.8129 -11.5700 -9.8097
C -7.0405 -11.9006 -8.7757
C -8.5778 -12.4867 -10.7101
H -5.3004 -8.6275 -6.3754
H -4.2340 -9.3748 -7.5381
H -4.1573 -9.7984 -5.8346
H -6.5869 -10.7582 -6.0794
H -5.2227 -11.7087 -6.7996
H -6.7371 -8.7309 -8.4536
H -8.5420 -9.6322 -10.5142
H -6.8359 -12.9060 -8.3434
H -7.8182 -12.9025 -11.3923
H -9.2546 -11.8729 -11.3188
H -9.1554 -13.2665 -10.2000
C -1.8601 8.5760 1.5658
C -2.6144 9.1564 0.3972
N -3.9016 9.6279 0.7925
C -5.0708 8.8888 0.9759
C -6.0397 9.7936 1.2718
N -5.4638 11.0831 1.1465
C -4.1874 10.8785 0.8845
C -6.1469 12.3217 1.5830
H -1.6846 9.2956 2.3349
H -0.8364 8.2765 1.2772
H -2.2900 7.6518 1.8986
H -2.7666 8.3470 -0.3682
H -2.0827 9.9830 -0.0646
H -5.1028 7.8423 0.9344
H -7.0559 9.6126 1.3769
H -3.3976 11.5638 0.6380
H -6.8307 12.7641 0.8707
H -5.4100 13.1050 1.7606
H -6.6867 12.1037 2.5294
C -15.7069 11.1499 9.3415
C -16.7167 11.9785 9.5405
N -14.7747 -9.6653 3.9256
C -14.7377 -11.0401 4.0502
C -15.0651 -11.4294 5.5155
N -15.5833 -10.3627 5.9427
C -15.2910 -9.2814 5.0588
C -15.9924 -10.1245 7.2751
H -16.1163 11.9022 -13.5694
H -14.7788 11.6032 8.9625
H -15.9358 10.1173 9.5855
H -16.6995 13.0393 9.6750
H -17.7325 11.5040 9.7502
H -14.6172 -11.7911 3.2648
H -14.8729 -12.3288 6.1027
H -15.5836 -8.2371 5.2619
H -16.2267 -11.0744 7.7201
H -17.0575 -9.6065 7.2415
H -15.2328 -9.5106 7.8218
C 5.9077 -2.7177 3.6169
C 4.4976 -3.2187 3.9695
N 3.8407 -3.9213 2.8647
C 3.8619 -3.4776 1.5669
C 3.2111 -4.4439 0.8318
N 2.7275 -5.3481 1.7037
C 3.1711 -5.0522 2.9221
C 1.9559 -6.5712 1.3412
H 6.5652 -3.5422 3.6874
H 6.2183 -1.9989 4.3280
H 5.9283 -2.3456 2.5819
H 3.9178 -2.4360 4.3629
H 4.3625 -3.9502 4.7525
H 4.2325 -2.5190 1.2225
H 2.9583 -4.3614 -0.1991
H 2.9582 -5.6452 3.7773
H 2.3211 -7.4063 1.8234
H 1.9710 -6.5907 0.2759
H 0.9138 -6.2815 1.5686
C 2.9392 4.3147 -4.9092
C 4.0938 4.8705 -4.0500
N 5.4236 4.6545 -4.6576
C 6.0654 3.4747 -4.7594
C 7.2506 3.6772 -5.3158
N 7.3818 5.0430 -5.4336
C 6.2156 5.6159 -5.1077
C 8.4591 5.7523 -6.0863
H 2.8815 4.7067 -5.9482
H 1.9957 4.5030 -4.3439
H 2.9597 3.2022 -5.0060
H 4.0237 4.4667 -3.0580
H 3.9529 5.9564 -4.0927
H 5.5590 2.6274 -4.3209
H 8.0441 3.0540 -5.4381
H 5.8781 6.6514 -5.3525
H 8.1067 5.8796 -7.1026
H 9.3273 5.0793 -6.0688
H 8.6975 6.7025 -5.6007
C 12.7419 0.3545 -3.5142
C 12.0117 -0.5315 -2.4755
N 10.6180 -0.8381 -2.8364
C 10.3450 -1.9415 -3.6219
C 8.9903 -1.9166 -3.8186
N 8.4783 -0.8222 -3.2414
C 9.4948 -0.1873 -2.6263
C 7.0549 -0.5465 -3.0968
H 11.9712 1.0374 -3.8692
H 13.0967 -0.3011 -4.3362
H 13.4880 0.8789 -2.9828
H 11.9993 -0.0210 -1.4913
H 12.5264 -1.4582 -2.2451
H 11.0681 -2.7275 -3.8672
H 8.3799 -2.6048 -4.3461
H 9.3843 0.6683 -1.9902
H 6.6459 -1.2547 -2.4116
H 6.5590 -0.5894 -4.0534
H 6.9879 0.4007 -2.6030
C -1.2872 1.7851 -5.1496
C -0.9055 2.7891 -4.0739
N -0.9520 1.9371 -2.7788
C -2.1022 1.5356 -2.2097
C -1.8110 1.1296 -0.8871
N -0.5016 1.3243 -0.6653
C 0.0758 1.9448 -1.8516
C 0.4311 0.9614 0.4561
H -1.5909 2.3446 -6.0735
H -2.2260 1.3399 -4.8135
H -0.6128 0.9594 -5.3057
H -1.6578 3.5026 -3.9734
H 0.0475 3.3859 -4.1766
H -3.1200 1.5346 -2.6396
H -2.6204 0.8357 -0.2307
H 1.3525 1.4929 -2.3094
H 0.5501 -0.1479 0.4196
H -0.1283 1.2571 1.3551
H 1.4444 1.4757 0.3486
O 7.6722 4.0304 -1.3206
C 6.7029 3.0936 -1.3329
O 7.0482 1.8925 -1.4067
O 5.5439 3.5399 -1.3228
H 8.4024 3.3845 -1.2410
O 3.2953 2.3750 -1.7421
C 3.4422 1.4585 -2.6737
O 4.5207 1.2130 -3.2096
O 2.2613 0.9534 -3.0398
H 4.1596 2.5119 -1.2974
O 5.1532 0.8907 0.2960
C 4.1222 -0.0859 0.1519
O 4.1232 -0.6999 -0.9329
O 3.3581 -0.2617 1.1140
H 5.6939 0.9093 -0.5405
O -0.6920 -4.5537 1.3895
C -0.2601 -3.7642 0.3715
O 0.5063 -4.4230 -0.4332
O -0.5226 -2.5193 0.2975
H -1.2180 -4.0361 1.9906
Cl 0.4028 3.7722 -1.1371
*
```

* maximum force: 0.15509 hartree/bohr
* electronic energy: -135060.64088 eV
* E_LUMO: -9.89 eV

---

Formula: C26H21ClO3PSTc
Source: the OMol25 dataset
Level of theory: wB97M-V/def2-TZVPD

ORCA input file:
```
! wB97M-V def2-TZVPD RIJCOSX def2/J DEFGRID3
* xyz -1 2
Tc 0.7173 -0.1869 -2.1179
O 4.7310 0.4338 -1.8365
S 3.3575 0.1543 -1.5383
O 2.4383 1.2930 -1.7619
O 2.7787 -1.0284 -2.2277
C 3.2740 -0.2578 0.2005
C 4.4057 -0.8685 0.7283
C 4.3929 -1.3334 2.0341
C 3.2522 -1.1931 2.7956
C 2.1215 -0.5790 2.2586
C 2.1079 -0.0943 0.9587
P 0.5611 0.5064 0.1075
C -0.7624 0.0448 1.2792
C -1.4886 -1.1142 1.0312
C -2.4922 -1.5201 1.9051
C -2.7713 -0.7672 3.0356
C -2.0487 0.3920 3.2927
C -1.0475 0.7963 2.4187
C 0.6492 2.3178 0.3553
C -0.4351 3.0573 -0.1101
C -0.4268 4.4409 -0.0246
C 0.6704 5.1017 0.5171
C 1.7576 4.3713 0.9711
C 1.7449 2.9812 0.8927
H 5.2825 -0.9690 0.1037
H 5.2712 -1.8151 2.4466
H 3.2291 -1.5651 3.8135
H 1.2277 -0.4890 2.8647
H -1.2672 -1.6848 0.1431
H -3.0555 -2.4205 1.6908
H -3.5555 -1.0785 3.7163
H -2.2658 0.9835 4.1742
H -0.4922 1.7059 2.6166
H -1.2687 2.5456 -0.5782
H -1.2698 5.0054 -0.4037
H 0.6826 6.1836 0.5685
H 2.6233 4.8806 1.3774
H 2.6033 2.4168 1.2371
C -0.6286 -1.3245 -2.2321
C -1.7387 -2.2499 -2.1924
C -3.0582 -1.7767 -2.1862
C -4.1295 -2.6514 -2.0779
C -3.9168 -4.0220 -1.9767
C -2.6125 -4.5048 -1.9994
C -1.5391 -3.6328 -2.1100
H -3.2123 -0.7060 -2.2607
H -5.1404 -2.2594 -2.0702
H -4.7535 -4.7034 -1.8823
H -2.4298 -5.5710 -1.9276
H -0.5217 -4.0060 -2.1212
Cl -1.8877 1.9114 -3.1389
C -0.1128 1.3833 -3.3092
H 0.4487 2.2902 -3.0788
H 0.0002 1.1758 -4.3719
*
```

* maximum force: 0.04924 hartree/bohr
* expectation value of S²: 0.768
* relative energy (zero: lowest compared OMol25 entry of this formula, charge and spin): 25.43 kJ/mol
* electronic energy: -68290.66144 eV
* E_LUMO (spin up / spin down): 2.72 / 2.72 eV

---

Formula: C26H28N2O2PReS5
Source: the OMol25 dataset
Level of theory: wB97M-V/def2-TZVPD

ORCA input file:
```
! wB97M-V def2-TZVPD RIJCOSX def2/J DEFGRID3
* xyz 0 3
Re 0.1305 -0.8940 0.1168
C -1.1630 -3.8394 1.3932
C 0.1872 -4.0249 0.7725
C 0.6373 -5.3569 0.6336
C 1.8412 -5.6214 0.0677
C 2.6567 -4.5531 -0.3532
C 3.9236 -4.7796 -0.9334
C 4.6887 -3.7172 -1.3193
C 4.2202 -2.4085 -1.1301
C 2.9885 -2.1470 -0.5693
S 2.4865 -0.4986 -0.2860
C 2.1683 -3.2401 -0.1797
N 0.9162 -2.9927 0.3630
H -1.4551 -4.7542 1.9066
H -1.9041 -3.6384 0.6178
H -1.1708 -3.0184 2.1022
H -0.0053 -6.1534 0.9809
H 2.1905 -6.6391 -0.0584
H 4.2629 -5.7993 -1.0634
H 5.6602 -3.8757 -1.7689
H 4.8357 -1.5681 -1.4242
S -2.3822 -0.1899 3.8864
C -0.7135 -0.1721 4.2407
C 0.0615 -0.4191 3.1529
C -0.6905 -0.6377 1.9583
C -2.0563 -0.5481 2.2099
C -3.1426 -0.7461 1.3095
C -4.4799 -0.5348 1.7110
C -5.5280 -0.7671 0.8707
C -5.2819 -1.2336 -0.4328
C -3.9981 -1.4299 -0.8174
N -2.9420 -1.1938 0.0244
H -0.3853 0.0433 5.2457
H 1.1413 -0.4082 3.1735
H -4.6588 -0.1695 2.7114
H -6.5403 -0.5867 1.2059
H -6.0830 -1.4242 -1.1308
H -3.7010 -1.7685 -1.7991
S -1.2307 -1.9822 -1.9936
C -1.6335 -1.3884 -0.4656
C -1.9096 4.3793 -1.0951
C -1.2577 4.8670 0.1852
C -0.4462 6.1349 -0.0065
O -0.4566 3.8601 0.8482
P 0.6040 2.8282 0.2620
S 1.8672 2.3108 1.6167
S -0.5722 1.3081 -0.5321
O 1.1514 3.6836 -0.9705
C 2.1700 3.3965 -1.9640
C 1.7413 2.2865 -2.9037
C 3.5294 3.1507 -1.3394
H -2.5726 5.1622 -1.4680
H -2.4969 3.4795 -0.9189
H -1.1653 4.1648 -1.8619
H -2.0410 5.0604 0.9209
H 0.3200 5.9935 -0.7667
H 0.0364 6.4184 0.9284
H -1.1065 6.9465 -0.3177
H 2.2033 4.3360 -2.5207
H 1.7529 1.3173 -2.4062
H 2.4393 2.2495 -3.7425
H 0.7389 2.4677 -3.2919
H 3.5652 2.1898 -0.8289
H 3.7753 3.9330 -0.6223
H 4.2790 3.1522 -2.1336
*
```

* maximum force: 0.00348 hartree/bohr
* expectation value of S²: 2.167
* relative energy (zero: lowest compared OMol25 entry of this formula, charge and spin): 89.75 kJ/mol
* electronic energy: -100089.87987 eV
* E_LUMO (spin up / spin down): -1.18 / -1.43 eV

---

Formula: C16H18Br2N8O3
Source: the OMol25 dataset
Level of theory: wB97M-V/def2-TZVPD

ORCA input file:
```
! wB97M-V def2-TZVPD RIJCOSX def2/J DEFGRID3
* xyz 0 1
O -0.7181 -2.0799 0.2275
O -0.4783 1.2485 1.6503
O 2.5723 -1.3982 -1.6875
Br 2.7348 5.7334 -0.5635
Br 0.3744 2.0339 -4.3658
N 1.6525 4.0193 -2.6281
N -4.2753 -1.8366 -0.1089
N -4.0697 -4.5603 0.7630
C -1.8439 -1.5747 0.1407
C 0.1285 0.7999 0.6876
C 2.4133 -1.0633 -0.5458
C 1.5985 4.4259 -1.3966
C 0.6909 3.0040 -2.7457
C 0.0219 2.7904 -1.5721
C -5.3360 -2.6411 0.0269
C -5.2534 -3.9771 0.4488
C -3.0667 -2.3866 0.2088
C -3.0368 -3.7359 0.7207
N 2.1624 -2.0243 0.3899
N 0.5870 3.7390 -0.7084
N -1.9084 -4.3820 1.1704
N -1.8867 -0.2568 -0.2649
N 1.5209 0.8227 0.8505
C 2.1824 1.3760 2.0492
C 3.5573 1.7573 1.5273
C -1.1060 1.8114 -1.3221
C 3.8726 0.8042 0.4099
C -0.6830 0.5022 -0.6149
C 2.4752 0.4190 -0.2042
H -6.2943 -2.2070 -0.2442
H -6.1853 -4.5971 0.5136
H 2.0071 -2.9501 0.0155
H 1.5799 -1.7142 1.1928
H 0.4115 3.8196 0.3179
H -1.0302 -3.9099 0.9497
H -1.9663 -5.3787 1.2084
H -2.8334 0.1660 -0.2515
H 2.2978 0.6930 2.8991
H 1.6609 2.2783 2.3621
H 4.3370 1.7135 2.3085
H 3.4711 2.7805 1.1495
H -1.5946 1.4588 -2.2603
H -1.8189 2.3297 -0.7206
H 4.3743 -0.0861 0.8003
H 4.5096 1.3031 -0.3560
H -0.0823 -0.1014 -1.3351
H 2.2734 1.0315 -1.0929
*
```

* maximum force: 0.06751 hartree/bohr
* relative energy (zero: lowest compared OMol25 entry of this formula, charge and spin): 30.82 kJ/mol
* SMILES: NC(=O)[C@@H]1CCCN1C(=O)[C@H](Cc1[nH]c(Br)nc1Br)NC(=O)c1nccnc1N
* electronic energy: -175033.71051 eV
* E_LUMO: -0.50 eV

---

Formula: C5H10N4O2
Source: the OMol25 dataset
Level of theory: wB97M-V/def2-TZVPD

ORCA input file:
```
! wB97M-V def2-TZVPD RIJCOSX def2/J DEFGRID3
* xyz 0 1
C 1.4695 2.1472 0.7764
C -2.0480 1.6013 -0.6266
C 0.6328 -2.2272 0.0193
C 1.1017 -0.9202 0.7601
C 0.0152 0.1310 0.8924
N -1.8479 -1.2374 1.1981
N -1.2434 -0.1991 0.8614
N 0.2764 1.5058 1.0450
N -0.9969 1.2837 -1.2530
O 2.4841 1.7116 0.3402
O -2.1362 1.3123 0.6603
H 1.3369 3.3407 0.9831
H -3.0360 2.0376 -0.8933
H 0.6782 -2.0645 -1.1587
H 1.5194 -3.0544 0.2070
H -0.3017 -2.6157 0.4442
H 1.8479 -0.4132 0.1280
H 1.6566 -1.1551 1.6802
H -2.4676 -1.6637 0.3689
H -0.5568 2.1111 1.2297
H -1.0435 1.7040 -2.1576
*
```

* maximum force: 0.06802 hartree/bohr
* relative energy (zero: lowest compared OMol25 entry of this formula, charge and spin): 440.04 kJ/mol
* electronic energy: -15397.48340 eV
* E_LUMO: 0.27 eV